This record from the Open Molecules 2025 dataset describes an isolated molecule of C24H24BrN3O3 in a non-equilibrium geometry. The level of theory is ωB97M-V with the def2-TZVPD basis set.

XYZ file:
```
55
Properties=species:S:1:pos:R:3:forces:R:3
O 2.488327 0.135825 2.509406 0.22 -0.11 -0.06
C 1.950338 0.872682 1.701088 -0.19 0.19 -0.13
N 0.998394 1.771389 2.025259 -0.26 0.23 -0.04
H 0.576541 2.339126 1.305982 0.12 -0.06 -0.04
C 0.529269 1.969089 3.377825 -0.16 0.06 0.22
H 1.132847 1.349640 4.041410 -0.04 0.07 -0.09
H 0.647811 3.022549 3.651608 -0.08 -0.21 0.03
C -0.971833 1.657840 3.455809 0.54 0.06 0.18
O -1.777554 2.563447 3.335951 -0.16 0.39 -0.18
N -1.343122 0.379703 3.649300 -0.29 -0.14 0.22
C -0.497635 -0.795505 3.699832 0.20 -0.24 0.07
H 0.513676 -0.561184 3.376581 -0.04 0.03 0.03
C -1.090007 -1.877666 2.771530 0.06 -0.01 0.12
N -1.763356 -1.183508 1.696126 0.08 -0.33 -0.09
C -3.004255 -0.608169 2.181027 -0.09 0.19 -0.01
C -2.748602 0.045675 3.549141 -0.22 0.15 -0.05
H -3.329198 0.961454 3.658533 0.03 -0.18 0.04
H -2.998172 -0.638014 4.365278 0.00 0.03 -0.03
H -3.798166 -1.372710 2.277739 0.08 0.05 -0.03
H -3.340302 0.138368 1.457919 -0.07 -0.03 0.06
C -1.947072 -1.876257 0.431019 0.01 0.00 -0.04
C -0.769699 -2.743270 0.049867 0.01 -0.23 0.05
C 0.500212 -2.190075 -0.061621 -0.03 -0.07 0.02
C 1.573674 -2.967234 -0.451238 0.03 0.10 0.03
C 1.390253 -4.308435 -0.745438 0.02 -0.13 -0.04
C 0.128526 -4.866427 -0.641861 0.10 -0.11 -0.06
C -0.945310 -4.087785 -0.245100 -0.07 0.13 0.08
H -1.927894 -4.531379 -0.163469 -0.10 -0.02 0.02
H -0.021970 -5.911640 -0.868907 -0.01 -0.09 -0.02
H 2.228240 -4.915761 -1.053613 0.07 -0.05 -0.03
H 2.555327 -2.524011 -0.526629 0.08 0.04 0.00
H 0.639349 -1.146452 0.172519 0.04 0.16 -0.01
C -2.105104 -0.861011 -0.686037 -0.23 0.15 -0.05
C -2.702885 -1.231968 -1.882436 -0.01 0.04 0.08
C -2.792223 -0.332654 -2.930251 -0.04 -0.05 -0.09
C -2.290876 0.950130 -2.790726 0.01 0.07 -0.03
C -1.698745 1.327837 -1.597601 -0.02 0.04 -0.07
C -1.596653 0.424607 -0.555439 -0.08 -0.01 -0.01
H -1.136268 0.712659 0.377464 0.02 0.01 0.11
H -1.316056 2.331448 -1.480934 0.05 0.07 0.02
H -2.358348 1.652797 -3.607641 -0.03 0.06 -0.08
H -3.256094 -0.633817 -3.858041 -0.04 -0.03 -0.08
H -3.096209 -2.232771 -1.994195 -0.04 -0.12 -0.01
H -2.851345 -2.516288 0.462434 0.15 0.07 -0.05
H -1.777799 -2.537614 3.328924 0.06 0.00 -0.04
H -0.282886 -2.493094 2.376045 -0.08 0.02 0.12
H -0.455220 -1.168073 4.731048 0.06 -0.02 -0.07
C 2.298274 0.837967 0.269725 1.07 -0.81 -0.10
C 3.307977 0.155126 -0.358752 -0.62 0.42 0.61
C 3.190949 0.437658 -1.735836 -0.55 0.43 -0.19
C 2.115392 1.271433 -1.837884 0.37 -0.20 -0.51
O 1.568839 1.531078 -0.644151 -0.22 0.19 0.10
Br 1.341513 2.074329 -3.327496 0.11 -0.04 0.13
H 3.802945 0.081675 -2.538018 0.08 -0.03 -0.20
H 4.039049 -0.459738 0.123770 0.12 -0.14 0.18
```
Positions in Å, forces in eV/Å.

Results
Molecular weight (g/mol): 482.38
ΔE to the lowest compared entry with this formula, charge and spin (kJ/mol): 0.0
Electronic energy (Ha): -3892.97206
Largest force on an atom (Eh/bohr): 0.0261
E_LUMO (eV): 0.555
Kohn-Sham gap (eV): 9.28

=====

This record from the Open Molecules 2025 dataset describes an isolated molecule of C5H8O in a non-equilibrium geometry. The level of theory is ωB97M-V with the def2-TZVPD basis set.

XYZ file:
```
14
Properties=species:S:1:pos:R:3:forces:R:3
C -0.225047 1.010888 0.648078 -0.20 0.18 -0.08
C 0.764311 0.862567 -0.524479 0.21 0.09 0.05
C 0.568167 -0.541470 -1.011972 0.72 0.29 -0.09
O 0.650678 -1.497791 0.014474 1.86 -1.36 -1.59
C -0.692318 -1.132831 -0.601608 1.70 -0.75 2.88
C -0.706213 -0.357126 1.065981 -1.81 -0.01 -1.09
H -1.104848 1.561919 0.335438 -0.01 0.34 -0.19
H 0.252887 1.553533 1.465601 -0.14 -0.09 0.09
H 0.557796 1.594356 -1.310862 0.07 -0.09 0.03
H 1.796851 0.994366 -0.199018 0.04 0.06 0.00
H 1.112765 -0.921001 -1.868884 -0.38 0.36 -0.51
H -1.022494 -1.987881 -1.257202 -0.56 0.91 1.27
H -1.738900 -0.469415 1.280190 -1.03 0.75 0.76
H -0.107466 -0.713171 1.949091 -0.47 -0.69 -1.52
```
Positions in Å, forces in eV/Å.

Results
Molecular weight (g/mol): 84.12
ΔE to the lowest compared entry with this formula, charge and spin (kJ/mol): 425.2
Electronic energy (Ha): -270.39595
Largest force on an atom (Eh/bohr): 0.0666
E_LUMO (eV): 1.163
Kohn-Sham gap (eV): 9.72

=====

This record from the Open Molecules 2025 dataset describes the ion C4H12N3S with charge -1 in a non-equilibrium geometry. The level of theory is ωB97M-V with the def2-TZVPD basis set.

XYZ file:
```
20
Properties=species:S:1:pos:R:3:forces:R:3
C -1.190988 -0.097148 -0.170174 -0.45 -0.37 -0.14
N -0.529202 -1.420637 -0.141104 -0.31 0.00 -0.45
C 0.772407 -1.577285 0.492995 -0.72 0.44 0.59
N 1.287713 -2.920172 0.329369 -0.05 -0.44 0.15
C -0.366928 1.122293 0.233842 -0.64 0.12 0.61
C 0.650950 1.535496 -0.817172 -0.15 0.64 0.22
S 1.573828 3.045251 -0.346002 0.02 -0.12 -0.12
N -1.319162 2.228553 0.532173 0.16 -0.05 -0.26
H -1.579512 0.068682 -1.175676 0.22 0.06 -0.35
H -2.126321 -0.149860 0.395508 0.30 0.13 0.55
H -0.508281 -1.791032 -1.081091 0.28 0.03 -0.02
H 1.494430 -0.819180 0.203414 0.33 -0.14 -0.40
H 0.607474 -1.392362 1.557626 0.18 -0.16 0.12
H 1.074790 -3.264694 -0.601610 0.23 0.21 -0.16
H 0.752845 -3.543846 0.928505 0.06 0.12 0.02
H 0.103156 0.913512 1.196034 0.43 -0.17 -0.08
H 0.055773 1.705237 -1.724856 0.12 0.04 -0.15
H 1.345099 0.736258 -1.033090 0.15 -0.35 -0.10
H -1.121694 2.953331 -0.159257 -0.06 -0.04 0.07
H -0.976368 2.667596 1.380560 -0.07 0.04 -0.09
```
Positions in Å, forces in eV/Å.

Results
Molecular weight (g/mol): 134.23
Total charge: -1
ΔE to the lowest compared entry with this formula, charge and spin (kJ/mol): 150.8
Electronic energy (Ha): -722.07287
Largest force on an atom (Eh/bohr): 0.0200
E_LUMO (eV): 3.569
Kohn-Sham gap (eV): 6.14

=====

This record from the Open Molecules 2025 dataset describes an isolated molecule of C8H11BClFO2 in a non-equilibrium geometry. The level of theory is ωB97M-V with the def2-TZVPD basis set.

XYZ file:
```
24
Properties=species:S:1:pos:R:3:forces:R:3
B -2.451831 -0.019331 -0.417606 -1.05 1.41 -0.73
C -0.787858 -1.337168 -1.973180 -2.27 0.82 1.79
C 2.610058 1.738720 1.018896 -0.20 0.76 -0.02
C -1.027903 -0.425427 -0.972637 0.59 -0.22 -1.45
C 1.277322 -0.146214 -0.136710 1.00 -0.06 1.39
C 0.160672 0.390278 -0.591275 -0.87 0.02 0.10
C 2.473056 0.690405 0.217083 0.27 -0.31 -0.33
C -2.856425 1.328139 0.492815 -0.24 -0.87 0.21
C 2.012289 -1.992915 1.205084 -1.18 2.51 0.72
O -3.547340 -0.616579 -1.036302 1.87 -0.35 0.23
O 1.333295 -1.536151 0.039620 0.41 0.90 -1.27
F 0.060721 1.757876 -0.767295 0.03 -1.26 0.07
Cl 3.875748 0.137321 -0.704516 0.08 0.03 0.23
H 0.151780 -1.644253 -2.300562 1.82 0.26 -0.39
H -1.551951 -1.928916 -2.465439 -0.51 0.17 0.45
H 3.482533 2.351734 1.207402 0.72 -0.73 -0.65
H 1.829940 2.294732 1.503136 -1.08 -0.76 0.16
H -2.626209 2.260059 -0.052206 0.68 -0.36 0.38
H -2.486463 1.356039 1.580930 -0.43 0.11 -1.74
H -3.977446 1.409512 0.493426 0.75 -0.42 0.46
H 3.009453 -1.551175 1.292276 0.32 -1.02 -0.36
H 1.815643 -3.041916 1.291957 0.61 -0.51 -0.11
H 1.476819 -1.466996 2.002436 -0.01 -0.48 0.62
H -4.255894 -0.007779 -0.927338 -1.30 0.34 0.26
```
Positions in Å, forces in eV/Å.

Results
Molecular weight (g/mol): 204.44
Electronic energy (Ha): -1046.76224
Largest force on an atom (Eh/bohr): 0.0584
E_LUMO (eV): 0.294
Kohn-Sham gap (eV): 9.03